The following is a quantum chemistry calculation of a cluster of 2 separate species, C5H10O in total, from the OMol25 dataset.

As for the frontier orbital gap: 9.3343 eV. As for the charge: 0. Its energy above the lowest of the compared OMol25 structures with the same formula, charge and spin is 95.6 kcal per mole. The value obtained for the highest occupied orbital energy is -8.51 eV.

CARTESIAN COORDINATES (ANGSTROEM)
C 1.239 -0.844 -1.094
C -0.128 -0.499 -0.555
C -1.082 0.042 -1.312
C -0.332 -0.705 0.941
C 0.183 0.572 1.572
O 1.501 0.493 1.613
H 1.490 -0.219 -1.957
H 2.005 -0.695 -0.327
H 1.281 -1.895 -1.403
H -2.055 0.308 -0.908
H -0.911 0.264 -2.362
H -2.219 2.254 0.516
H -1.394 -0.809 1.178
H 0.204 -1.599 1.286
H -1.612 1.991 0.866
H 1.829 1.341 1.946

Charges per atom according to natural (NBO) partitioning, unit e: -0.656, 0.027, -0.388, -0.600, 0.291, -0.666, 0.218, 0.227, 0.221, 0.204, 0.197, -0.043, 0.229, 0.221, 0.018, 0.502

=====

The following is a quantum chemistry calculation of the molecule C5H10O, from the OMol25 dataset.

As for the frontier orbital gap: 11.0390 eV. The structure (SMILES) is CC[C@@]1(C)CO1. As for the charge: 0. Its energy above the lowest of the compared OMol25 structures with the same formula, charge and spin is 30.8 kcal per mole. The value obtained for the highest occupied orbital energy is -10.02 eV.

CARTESIAN COORDINATES (ANGSTROEM)
C 1.669 0.641 0.505
C 0.911 0.136 -0.716
C -0.543 -0.134 -0.324
C -0.951 -1.561 -0.061
C -1.273 0.964 0.332
O -1.533 0.612 -1.016
H 1.428 0.022 1.376
H 1.327 1.652 0.735
H 2.753 0.660 0.377
H 1.395 -0.758 -1.132
H 0.923 0.868 -1.530
H -1.636 -1.833 -0.866
H -0.102 -2.248 -0.074
H -1.474 -1.673 0.892
H -0.780 1.925 0.471
H -2.091 0.781 1.036

Charges per atom according to natural (NBO) partitioning, unit e: -0.600, -0.423, 0.210, -0.638, -0.113, -0.497, 0.203, 0.203, 0.212, 0.205, 0.222, 0.234, 0.214, 0.216, 0.174, 0.179

=====

The following is a quantum chemistry calculation of the molecule C5H10O at a distorted geometry, from the OMol25 dataset.

As for the frontier orbital gap: 10.5223 eV. The structure (SMILES) is C[C@H]1C[C@]1(C)O. As for the charge: 0. Its energy above the lowest of the compared OMol25 structures with the same formula, charge and spin is 42.2 kcal per mole. The value obtained for the highest occupied orbital energy is -9.51 eV.

CARTESIAN COORDINATES (ANGSTROEM)
C 1.763 -0.280 0.994
C 1.006 -0.035 -0.285
C 0.112 -1.095 -0.886
C -0.505 0.183 -0.383
C -1.797 0.445 0.460
O -0.894 1.043 -1.459
H 2.717 -0.784 0.797
H 1.982 0.661 1.511
H 1.183 -0.918 1.668
H 1.558 0.560 -1.021
H 0.113 -1.209 -1.969
H -0.035 -2.029 -0.343
H -2.658 -0.129 0.085
H -2.161 1.500 0.486
H -1.637 0.144 1.476
H -0.746 1.943 -1.129

Charges per atom according to natural (NBO) partitioning, unit e: -0.607, -0.235, -0.438, 0.225, -0.608, -0.721, 0.213, 0.211, 0.206, 0.222, 0.230, 0.215, 0.223, 0.210, 0.195, 0.459

=====

The following is a quantum chemistry calculation of the molecule C5H10O at a distorted geometry, from the OMol25 dataset.

As for the frontier orbital gap: 10.1294 eV. The structure (SMILES) is COC1CCC1. As for the charge: 0. Its energy above the lowest of the compared OMol25 structures with the same formula, charge and spin is 53.1 kcal per mole. The value obtained for the highest occupied orbital energy is -8.98 eV.

CARTESIAN COORDINATES (ANGSTROEM)
C 2.510 -0.208 0.051
O 1.256 -0.609 0.548
C 0.139 -0.208 -0.179
C -0.797 1.132 0.122
C -1.961 0.180 -0.191
C -1.093 -1.022 0.175
H 2.555 0.881 -0.063
H 2.738 -0.682 -0.916
H 3.262 -0.513 0.786
H 0.291 0.257 -1.132
H -0.658 1.390 1.163
H -0.784 2.063 -0.492
H -2.189 0.158 -1.266
H -2.885 0.315 0.365
H -1.070 -1.125 1.271
H -1.313 -2.008 -0.244

Charges per atom according to natural (NBO) partitioning, unit e: -0.246, -0.525, 0.096, -0.436, -0.407, -0.419, 0.166, 0.168, 0.194, 0.189, 0.201, 0.199, 0.197, 0.209, 0.208, 0.206

=====

The following is a quantum chemistry calculation of a structure of composition C5H10O, from the OMol25 dataset.

As for the frontier orbital gap: 9.4299 eV. As for the charge: 0. Its energy above the lowest of the compared OMol25 structures with the same formula, charge and spin is 91.5 kcal per mole. The value obtained for the highest occupied orbital energy is -8.46 eV.

CARTESIAN COORDINATES (ANGSTROEM)
O -0.991 0.111 -2.458
C -1.192 0.879 -1.298
C 0.068 0.896 -0.435
C 0.579 -0.511 -0.190
C 0.092 -0.965 1.519
C 1.467 -0.612 0.992
H -0.473 -0.656 -2.161
H -2.036 0.489 -0.699
H -1.463 1.891 -1.617
H -0.071 1.518 0.466
H 0.875 1.363 -1.020
H -0.497 -1.120 0.474
H -0.409 -0.198 2.105
H -0.007 -1.982 1.896
H 1.861 0.317 1.412
H 2.197 -1.421 1.014

Charges per atom according to natural (NBO) partitioning, unit e: -0.725, -0.053, -0.509, -0.168, -0.509, -0.459, 0.485, 0.141, 0.179, 0.187, 0.238, 0.293, 0.229, 0.248, 0.206, 0.216

=====

The following is a quantum chemistry calculation of the molecule C5H10O at a distorted geometry, from the OMol25 dataset.

As for the frontier orbital gap (alpha / beta): 8.3918 / 8.3713 eV. As for the charge: 0. Its energy above the lowest of the compared OMol25 structures with the same formula, charge and spin is 96.9 kcal per mole. The value obtained for the highest occupied orbital energy (alpha / beta) is -8.79 / -8.77 eV.

CARTESIAN COORDINATES (ANGSTROEM)
C 1.947 0.377 0.432
C 0.788 0.094 -0.541
C -0.521 -0.159 0.158
C -0.875 -1.639 0.097
C -1.587 1.308 0.083
O -1.771 1.118 -1.182
H 2.291 -0.517 0.966
H 1.658 1.129 1.170
H 2.798 0.764 -0.139
H 1.085 -0.736 -1.205
H 0.599 0.963 -1.163
H -0.069 -2.294 -0.292
H -1.289 -2.124 0.991
H -1.653 -1.636 -0.665
H -0.938 2.155 0.396
H -2.484 1.269 0.741

Charges per atom according to natural (NBO) partitioning, unit e: -0.594, -0.543, 0.375, -0.748, 0.050, -0.661, 0.206, 0.213, 0.223, 0.197, 0.260, 0.217, 0.239, 0.286, 0.131, 0.149

=====

The following is a quantum chemistry calculation of the molecule C5H10O at a distorted geometry, from the OMol25 dataset.

As for the frontier orbital gap: 10.7564 eV. The structure (SMILES) is CC[C@@H](C)C=O. As for the charge: 0. Its energy above the lowest of the compared OMol25 structures with the same formula, charge and spin is 8.7 kcal per mole. The value obtained for the highest occupied orbital energy is -9.77 eV.

CARTESIAN COORDINATES (ANGSTROEM)
C 1.985 -0.158 -0.332
C 0.707 -0.539 0.411
C -0.564 -0.027 -0.274
C -1.828 -0.503 0.479
C -0.514 1.492 -0.404
O -0.056 2.236 0.442
H 2.138 0.926 -0.336
H 2.862 -0.613 0.137
H 1.948 -0.505 -1.372
H 0.629 -1.630 0.474
H 0.755 -0.165 1.443
H -0.611 -0.438 -1.298
H -1.827 -0.154 1.518
H -2.759 -0.165 0.010
H -1.855 -1.601 0.507
H -0.943 1.917 -1.336

Charges per atom according to natural (NBO) partitioning, unit e: -0.613, -0.390, -0.326, -0.595, 0.450, -0.526, 0.215, 0.214, 0.197, 0.201, 0.215, 0.203, 0.216, 0.212, 0.216, 0.108

=====

The following is a quantum chemistry calculation of the molecule C5H10O, from the OMol25 dataset.

As for the frontier orbital gap: 10.9112 eV. The structure (SMILES) is CC1(O)CCC1. As for the charge: 0. Its energy above the lowest of the compared OMol25 structures with the same formula, charge and spin is 18.6 kcal per mole. The value obtained for the highest occupied orbital energy is -9.90 eV.

CARTESIAN COORDINATES (ANGSTROEM)
C 1.575 0.527 -0.469
C 0.452 -0.320 0.111
O 0.951 -1.532 0.646
C -0.789 -0.469 -0.811
C -1.607 0.412 0.163
C -0.424 0.398 1.159
H 1.197 1.490 -0.833
H 2.059 0.014 -1.310
H 2.333 0.718 0.298
H 1.085 -2.149 -0.082
H -0.675 -0.084 -1.831
H -1.140 -1.505 -0.860
H -2.534 -0.034 0.530
H -1.836 1.405 -0.235
H -0.588 -0.245 2.026
H -0.059 1.373 1.498

Charges per atom according to natural (NBO) partitioning, unit e: -0.626, 0.250, -0.718, -0.433, -0.401, -0.419, 0.208, 0.205, 0.218, 0.464, 0.205, 0.210, 0.207, 0.203, 0.223, 0.204